A single C5H5NO2 molecule in a non-equilibrium geometry, computed with ωB97M-V/def2-TZVPD.

Each atom is followed by the atoms it is bonded to, with distances in Å.
Atoms and positions in Å:
1 C -2.07997 -0.86520 0.05233  C2 1.486, H9 1.148, H10 1.106, H11 1.090
2 C -0.74154 -0.28151 -0.22454  C1 1.486, N3 1.289, O8 1.313
3 N 0.28670 -1.05705 -0.17917  C2 1.289, C4 1.414
4 C 1.62673 -0.61515 -0.08222  N3 1.414, O5 1.203, C6 1.440
5 O 2.48177 -1.46165 -0.09465  C4 1.203
6 C 1.77826 0.81001 0.05775  C4 1.440, C7 1.319, H12 1.105
7 C 0.69238 1.55523 -0.01702  C6 1.319, O8 1.379, H13 1.135
8 O -0.55781 1.01890 -0.24095  C2 1.313, C7 1.379
9 H -2.01476 -1.99852 0.22519  C1 1.148
10 H -2.79502 -0.49316 -0.70504  C1 1.106
11 H -2.23250 -0.54497 1.08286  C1 1.090
12 H 2.79305 1.24531 0.10290  C6 1.105
13 H 0.76270 2.68775 0.02255  C7 1.135

As for the lowest unoccupied orbital energy: 0.624 eV. The value obtained for the energy above the lowest of the compared OMol25 structures with the same formula, charge and spin is 32.9 kcal/mol. As for the SMILES: Cc1nc(=O)cco1.

Taken from the natural (NBO) analysis, the atomic charges in e are: -0.6786, 0.5936, -0.5417, 0.5983, -0.5398, -0.3674, 0.1756, -0.4562, 0.2682, 0.2387, 0.2424, 0.2473, 0.2197